C33H10F15GeIrN2O4S | the ωB97M-V functional and the def2-TZVPD basis

XYZ file:
```
67
Properties=species:S:1:pos:R:3:forces:R:3
Ir 0.63884 1.67827 -1.14907 -0.102 -0.031 0.120
O -2.64779 3.98980 -2.33120 -0.048 0.018 0.017
C -1.55613 3.40927 -1.88354 0.109 0.016 0.052
O -1.32208 2.21430 -2.04652 -0.098 -0.049 -0.060
C -0.59517 4.29946 -1.18051 -0.107 0.034 -0.023
C -0.74157 5.63583 -0.85607 0.055 -0.101 -0.039
C 0.30058 6.24537 -0.16036 0.069 -0.017 0.004
C 1.44571 5.52698 0.16812 -0.040 0.150 -0.017
C 1.51908 4.19473 -0.19280 -0.020 -0.174 -0.055
N 0.50569 3.62833 -0.83399 0.090 0.185 0.056
C 2.66627 3.22161 0.07798 -0.020 0.022 0.003
O 3.65749 3.61926 0.63810 0.009 0.004 0.008
O 2.45512 2.00205 -0.35246 0.075 -0.056 0.076
H -3.20363 3.32454 -2.76916 0.014 -0.008 0.000
H -1.63694 6.17319 -1.13464 0.001 -0.003 0.026
H 0.21697 7.28481 0.12608 -0.006 0.003 -0.018
H 2.27670 5.97091 0.69900 -0.003 -0.001 0.003
F 1.12626 -4.80801 0.84976 -0.006 -0.008 0.001
C 1.95557 -3.87370 1.34381 -0.004 0.027 -0.005
C 1.95909 -2.60465 0.78679 -0.013 -0.024 -0.030
C 2.80612 -1.67837 1.36126 -0.009 0.082 -0.036
F 2.84960 -0.42943 0.89667 -0.007 0.002 -0.013
C 3.62268 -1.99192 2.43645 0.008 0.038 -0.008
F 4.42500 -1.07345 2.97134 -0.006 -0.015 -0.003
C 3.59751 -3.27184 2.95934 -0.004 -0.011 0.001
F 4.37408 -3.58569 3.99003 -0.001 0.001 -0.001
C 2.75567 -4.22626 2.41152 0.004 0.001 0.013
F 2.72101 -5.45646 2.92170 0.001 0.004 -0.001
Ge 0.76992 -2.32224 -0.75289 -0.095 0.085 0.069
S 0.62474 -0.50137 -1.95050 0.192 -0.108 -0.173
C -1.07704 -2.62297 -0.12602 0.017 -0.011 0.050
C -2.07663 -2.82309 -1.06498 0.017 -0.019 -0.017
F -1.75947 -2.91683 -2.36115 -0.053 0.104 -0.001
C -3.40990 -2.94165 -0.72360 -0.002 0.009 -0.019
F -4.34282 -3.14264 -1.65408 0.001 0.001 0.003
C -3.77645 -2.84438 0.60846 -0.006 -0.005 0.009
F -5.05510 -2.95052 0.95634 -0.002 0.002 0.000
C -2.81032 -2.63144 1.57423 -0.011 0.001 0.011
F -3.16320 -2.52727 2.85564 0.001 0.003 -0.001
C -1.48346 -2.52229 1.19259 -0.008 0.008 -0.028
F -0.59210 -2.29162 2.16972 0.018 -0.002 0.000
C 1.31996 -3.74335 -1.99624 -0.017 0.049 -0.017
C 2.53778 -3.58981 -2.63929 -0.010 -0.007 0.021
F 3.30179 -2.52574 -2.36211 -0.002 0.006 -0.008
C 3.02207 -4.50833 -3.55202 0.001 -0.006 -0.001
F 4.19738 -4.32700 -4.15254 -0.003 0.001 0.001
C 2.26986 -5.63590 -3.83170 0.012 -0.002 -0.007
F 2.71650 -6.53383 -4.70338 -0.002 0.003 0.002
C 1.05902 -5.83492 -3.19239 -0.007 -0.014 0.010
F 0.34677 -6.93130 -3.45069 0.002 0.004 0.001
C 0.60732 -4.89455 -2.28326 -0.012 0.015 0.006
F -0.55479 -5.15086 -1.67114 0.066 -0.083 0.021
C -0.14178 1.28519 0.71617 -0.096 -0.146 -0.012
C -1.13880 2.28699 1.18919 0.044 0.001 0.044
C -0.72968 3.34830 1.99692 0.000 0.100 0.068
C -1.60414 4.35772 2.36463 0.057 -0.112 -0.046
C -2.92693 4.30681 1.93151 -0.030 -0.071 -0.044
C -3.36805 3.22028 1.17342 -0.100 0.106 0.060
C -2.48280 2.22304 0.81451 0.093 -0.063 -0.049
C -3.83666 5.37253 2.25098 0.024 0.021 0.009
N -4.55263 6.24169 2.48068 -0.005 -0.006 0.005
H -0.57907 0.28853 0.64719 -0.060 0.037 0.007
H 0.71554 1.24585 1.38922 0.066 0.002 -0.042
H 0.30081 3.38500 2.33221 -0.015 0.007 0.023
H -1.26595 5.18046 2.98084 -0.023 0.005 -0.006
H -4.40706 3.16898 0.87479 0.007 0.002 -0.006
H -2.82636 1.38359 0.22112 0.001 -0.010 -0.013
```
Positions in Å, forces in eV/Å.

Results
* gap between HOMO and LUMO: 0.2374 hartree
* HOMO level: -8.397 eV
* lowest unoccupied orbital energy: -0.071 Eh
* strongest force on any atom: 0.0054 hartree/bohr

=====

C3H4P2 | the ωB97M-V functional and the def2-TZVPD basis

XYZ file:
```
9
Properties=species:S:1:pos:R:3:forces:R:3
C 1.41377 0.53111 0.00342 -1.248 -1.307 0.363
C -1.34551 -0.01859 -0.01461 -5.833 0.542 3.747
C 0.02539 0.14226 -0.03992 2.485 -0.747 0.638
P 0.94244 -1.40312 0.36682 0.017 1.087 -0.828
P -0.56189 -0.92826 -1.32510 0.694 -1.137 -1.764
H 1.82345 0.82939 -0.92717 0.811 0.213 -0.486
H 1.69999 0.93041 0.93762 0.815 0.848 0.669
H -2.00435 -1.02520 1.21634 1.433 2.717 -2.682
H -1.99330 0.94200 -0.21741 0.825 -2.216 0.343
```
Positions in Å, forces in eV/Å.

Results
* gap between HOMO and LUMO: 0.2914 hartree
* HOMO level: -8.001 eV
* lowest unoccupied orbital energy: -0.003 Eh
* strongest force on any atom: 0.1352 hartree/bohr

=====

C34H45GeIrO4S | the ωB97M-V functional and the def2-TZVPD basis

XYZ file:
```
86
Properties=species:S:1:pos:R:3:forces:R:3
Ir 0.20035 0.08801 -0.53566 -0.452 0.739 -0.106
C -0.93005 3.14131 -1.35436 -0.131 -0.258 0.220
C -2.11035 2.24401 -1.80346 -0.233 0.802 -0.198
C -3.36665 2.45111 -0.94996 0.309 -0.168 -0.203
C -2.44695 2.62941 -3.25376 0.097 -0.276 0.293
O -1.74775 0.88901 -1.73276 0.165 -1.381 -0.631
Ge -1.25965 -0.39099 -3.12806 0.400 0.471 0.941
O 0.59595 0.18641 -2.84786 -1.194 -0.252 0.597
C 1.72285 0.16111 -3.68136 0.783 0.031 -0.566
C 1.70425 -1.08079 -4.58496 -0.149 0.308 0.248
C 2.97585 0.13781 -2.79516 -0.396 0.010 -0.136
C 1.72375 1.42361 -4.55806 -0.099 -0.325 0.293
O -0.94165 -1.68209 -1.61146 0.893 1.292 -0.798
C -1.93965 -2.42069 -0.95186 -0.752 -0.590 0.613
C -1.52155 -3.90089 -0.94766 -0.099 0.400 -0.110
C -3.29315 -2.30039 -1.66196 0.448 0.083 -0.017
C -2.08905 -1.89119 0.48064 0.065 -0.026 -0.408
H -1.12325 4.15591 -1.70576 0.043 0.037 -0.010
H -0.05785 2.75431 -1.89136 0.001 0.154 -0.049
H 0.39865 3.74731 0.17404 -0.118 -0.108 -0.039
H -3.64615 3.50011 -0.93566 -0.069 0.176 0.088
H -3.19355 2.11581 0.06704 0.001 -0.032 0.181
H -4.19015 1.87651 -1.37176 -0.053 -0.083 -0.040
H -2.85115 3.63881 -3.29616 0.014 0.081 -0.076
H -3.19075 1.93571 -3.64396 -0.114 -0.006 -0.068
H -1.55685 2.56481 -3.88026 0.089 0.074 -0.084
H 1.50075 -1.96529 -3.98826 0.007 -0.174 0.054
H 2.65855 -1.21059 -5.09066 0.029 0.008 -0.115
H 0.91315 -0.97719 -5.32496 -0.058 -0.103 -0.138
H 2.85925 -0.62589 -2.03056 0.073 -0.093 0.079
H 3.09875 1.09551 -2.29366 0.033 0.079 0.083
H 3.86285 -0.07729 -3.38736 0.111 0.056 -0.039
H 0.82755 1.43651 -5.17776 -0.039 0.030 -0.091
H 2.60135 1.44361 -5.19926 0.100 0.045 -0.119
H 1.72195 2.31061 -3.92796 0.016 0.087 0.052
H -1.33135 -4.21739 -1.97186 -0.006 -0.092 -0.086
H -2.30885 -4.51919 -0.52316 -0.063 -0.101 0.053
H -0.61585 -4.03559 -0.36556 0.005 -0.109 0.058
H -3.20685 -2.67049 -2.68256 -0.094 -0.076 -0.106
H -3.59775 -1.25609 -1.69336 -0.136 0.112 0.028
H -4.04435 -2.88039 -1.13166 -0.114 -0.020 0.001
H -1.14015 -1.95759 1.01274 0.027 -0.012 0.108
H -2.83655 -2.45439 1.03224 -0.118 -0.079 0.112
H -2.38805 -0.84529 0.42524 -0.067 0.100 0.116
C -0.19485 1.80921 0.65104 0.219 -1.020 -0.739
C -0.54905 3.18221 0.14564 0.091 0.109 -0.267
C -1.48705 3.98001 1.04584 0.050 0.097 0.119
C -1.88005 3.52451 2.29684 -0.013 -0.105 -0.019
C -2.62565 4.30851 3.15904 -0.109 0.069 0.091
C -3.01565 5.58041 2.78234 -0.079 0.046 0.087
C -2.64935 6.04841 1.53174 -0.005 0.153 -0.087
C -1.88255 5.26601 0.68444 -0.002 -0.007 -0.072
H -1.58115 2.54101 2.61574 -0.099 0.007 0.078
H -2.89285 3.92081 4.13344 -0.014 -0.012 0.022
H -3.58555 6.20501 3.45804 -0.038 -0.006 -0.021
H -2.95275 7.03861 1.21544 0.034 0.020 -0.001
H -1.58065 5.67891 -0.26736 0.027 0.016 -0.117
C -0.01095 1.36151 1.83974 0.231 0.333 0.875
C 0.29815 0.80421 3.04534 0.013 0.032 -0.196
C 1.66785 0.72861 3.45164 -0.094 0.103 -0.131
C 2.00695 0.15811 4.64514 0.043 -0.078 0.201
C 1.02495 -0.36699 5.49284 -0.037 -0.036 0.048
C -0.32385 -0.27009 5.13214 0.184 -0.104 0.209
C -0.69405 0.30151 3.94584 -0.075 0.041 -0.288
H 2.41205 1.13871 2.78614 0.124 0.012 -0.026
H 3.04645 0.13051 4.94424 0.054 -0.081 0.002
H 1.30605 -0.83979 6.42104 0.014 0.009 0.112
H -1.08305 -0.64109 5.80794 -0.041 -0.037 0.008
H -1.73795 0.39691 3.67884 -0.055 -0.056 -0.035
C 2.14325 -3.31859 -1.27706 -0.570 0.148 0.524
S 1.45605 -2.66059 0.30034 1.140 -1.037 -0.544
O 1.88395 -1.22079 0.30204 0.179 0.446 0.000
C 2.64085 -3.50269 1.35234 0.030 -0.219 0.330
C 3.83495 -2.89279 1.71874 -0.533 0.182 -0.368
C 4.71065 -3.56169 2.54644 0.148 -0.382 0.245
C 4.39935 -4.83309 3.01884 -0.150 0.154 -0.216
C 3.20575 -5.43969 2.64224 0.331 -0.138 0.176
C 2.32195 -4.77839 1.81604 -0.141 0.503 -0.351
H 3.16965 -2.98799 -1.37736 0.159 0.132 0.137
H 1.52515 -2.93709 -2.08266 -0.140 0.086 -0.010
H 2.09395 -4.40009 -1.24526 -0.047 -0.221 0.019
H 4.04955 -1.89939 1.35574 0.020 0.137 -0.011
H 5.64555 -3.09739 2.82194 0.054 0.055 0.066
H 5.08435 -5.34869 3.67314 0.073 -0.062 0.063
H 2.97055 -6.43529 2.98984 -0.027 -0.031 0.067
H 1.38885 -5.23889 1.52154 -0.104 -0.064 0.033
```
Positions in Å, forces in eV/Å.

Results
* gap between HOMO and LUMO (spin up / spin down): 0.1956 / 0.2727 hartree
* spin multiplicity: 5
* <S²>: 6.05
* HOMO level (spin up / spin down): -4.930 / -8.046 eV
* lowest unoccupied orbital energy (spin up / spin down): 0.014 / -0.023 Eh
* strongest force on any atom: 0.0343 hartree/bohr

=====

C6H14N3O | the ωB97M-V functional and the def2-TZVPD basis

XYZ file:
```
24
Properties=species:S:1:pos:R:3:forces:R:3
C 3.29356 -2.29065 -0.56707 3.568 2.481 -1.615
C 1.98964 -2.60103 -1.14389 -0.124 2.262 2.082
C 4.40145 -2.05975 -1.56664 -1.942 -0.631 -2.115
C -3.05902 2.30898 -0.17584 0.104 -0.814 0.017
C -3.15219 1.24879 2.06035 -2.102 0.013 1.875
C -2.60616 1.14124 0.68319 1.591 -0.458 -0.805
N 2.06995 -1.43509 -0.69414 -0.367 0.157 0.425
N -1.13616 1.21685 0.64503 0.627 3.056 2.747
N -0.44255 0.30539 0.10555 -0.708 -2.176 -1.095
O 0.80390 0.57636 0.18320 3.182 -0.543 -0.271
H 3.70740 -2.51468 0.35346 -0.328 -0.686 2.310
H 1.62413 -3.31858 -1.71711 -2.031 -2.867 -2.532
H 5.27825 -1.43888 -1.43455 0.027 -0.019 0.939
H 3.93223 -1.74400 -2.52821 0.261 0.187 0.641
H 4.66412 -3.07563 -1.83423 0.929 -0.474 0.060
H -2.27245 2.49898 -0.92808 -1.038 0.083 -0.032
H -4.02617 1.99543 -0.50936 -0.530 0.180 -1.111
H -3.26310 3.16928 0.43430 0.334 0.591 0.291
H -2.62786 2.07231 2.50367 0.326 0.577 0.575
H -3.12128 0.40964 2.82106 0.235 0.587 -1.406
H -4.23861 1.62684 2.04819 1.483 -0.776 -0.216
H -2.67470 0.16311 0.21222 -1.079 -0.022 -0.180
H 1.44593 -0.27743 -0.04758 -1.265 0.691 0.195
H -0.59033 2.02253 1.09649 -1.153 -1.397 -0.778
```
Positions in Å, forces in eV/Å.

Results
* gap between HOMO and LUMO (spin up / spin down): 0.1407 / 0.1873 hartree
* net charge: +1
* spin multiplicity: 3
* <S²>: 2.01
* HOMO level (spin up / spin down): -9.194 / -13.910 eV
* lowest unoccupied orbital energy (spin up / spin down): -0.197 / -0.324 Eh
* strongest force on any atom: 0.0902 hartree/bohr

=====

Table of energy (eV), in record order: -156504.6784 -21747.1737 -114364.1244 -12950.1028
Table of ΔE to the lowest compared entry with this formula, charge and spin (eV), in record order: 0.016 4.052 0.720 5.100